This record from OMol25 describes a gas-phase ion, C5H11N5 (charge +2) at a distorted geometry. The level of theory is the ωB97M-V functional and the def2-TZVPD basis.

The value obtained for the electronic energy is -469.9901 Ha. The calculation puts the largest force on an atom at 5.1 eV/Å.

Structure (ORCA input):
```
! RIJCOSX wB97M-V def2-TZVPD def2/J DEFGRID3
* xyz 2 1
C 0.0769 0.7728 0.5521
C -2.8299 2.3648 1.0092
C 1.4486 -2.8538 -1.5103
C 2.4181 -1.7638 -0.8804
C 1.7949 -0.3704 -0.8620
N -0.2235 1.7749 1.1091
N -0.6146 2.8946 1.5010
N -1.9244 3.1083 1.5426
N -3.8692 1.7997 1.5374
N 0.4923 -0.2427 -0.0923
H 0.8704 -2.4073 -2.2578
H 2.0194 -3.5330 -2.1366
H 0.8334 -3.7034 -0.9344
H 3.0925 -1.7296 -1.7798
H 2.9853 -2.0898 -0.0127
H 2.5123 0.3412 -0.3631
H 1.5078 -0.0995 -1.9253
H -2.3342 4.0370 1.7418
H -4.4509 1.1859 1.0075
H -4.0793 1.7781 2.5959
H 0.2742 -1.2638 0.1580
*
```

This record from OMol25 describes a single C5H7NOS molecule at a distorted geometry. The level of theory is the ωB97M-V functional and the def2-TZVPD basis.

The value obtained for the electronic energy is -722.8423 Ha. The calculation puts the largest force on an atom at 1.6 eV/Å.

Structure (ORCA input):
```
! RIJCOSX wB97M-V def2-TZVPD def2/J DEFGRID3
* xyz 0 1
C -2.4649 -0.7005 -0.0086
C -0.9580 -0.6518 0.0140
C 0.0803 -1.5084 -0.0483
C 1.2962 -0.6551 -0.1076
C 1.6637 1.8062 0.0556
H -2.8466 -0.0782 0.7923
H -2.8639 -0.3126 -0.9701
H -2.8141 -1.7032 0.1344
H 0.0900 -2.5741 0.1244
H 1.3172 2.2695 0.9445
H 1.6047 2.5278 -0.7692
H 2.6958 1.4788 0.1169
N 0.8587 0.6147 -0.2016
O -0.5396 0.6819 -0.0604
S 2.8808 -1.1950 -0.0162
*
```

This record from OMol25 describes 2 unconnected molecules or ions with the total composition C4H3ClFN4O at a distorted geometry. The level of theory is the ωB97M-V functional and the def2-TZVPD basis.

The value obtained for the electronic energy is -1008.4171 Ha. The calculation puts the largest force on an atom at 5.3 eV/Å.

Structure (ORCA input):
```
! RIJCOSX wB97M-V def2-TZVPD def2/J DEFGRID3
* xyz -1 1
C -2.1994 -0.1348 1.6545
C 1.0973 0.4909 -0.5558
C -0.1140 0.6523 0.2406
C 1.4027 0.2024 -2.5718
N -2.2888 -1.3422 2.1820
N -1.2753 -2.1607 1.8143
N -0.3966 -1.5168 1.2139
N -0.7867 -0.2371 0.9196
O -2.8212 0.9004 1.6146
F 1.9591 1.4705 -2.8245
Cl 2.7241 -0.8034 -2.6004
H 1.5929 1.4056 -0.7563
H 1.7689 -0.4055 -0.3943
H -0.6631 1.4783 0.0636
*
```

Question: What is the electronic energy in the first record?
Answer: -469.9901 Ha

Question: Which formula does entry 2 have?
Answer: C5H7NOS

Copy entry 2 word for word.
This record from OMol25 describes a single C5H7NOS molecule at a distorted geometry. The level of theory is the ωB97M-V functional and the def2-TZVPD basis.

The value obtained for the electronic energy is -722.8423 Ha. The calculation puts the largest force on an atom at 1.6 eV/Å.

Structure (ORCA input):
```
! RIJCOSX wB97M-V def2-TZVPD def2/J DEFGRID3
* xyz 0 1
C -2.4649 -0.7005 -0.0086
C -0.9580 -0.6518 0.0140
C 0.0803 -1.5084 -0.0483
C 1.2962 -0.6551 -0.1076
C 1.6637 1.8062 0.0556
H -2.8466 -0.0782 0.7923
H -2.8639 -0.3126 -0.9701
H -2.8141 -1.7032 0.1344
H 0.0900 -2.5741 0.1244
H 1.3172 2.2695 0.9445
H 1.6047 2.5278 -0.7692
H 2.6958 1.4788 0.1169
N 0.8587 0.6147 -0.2016
O -0.5396 0.6819 -0.0604
S 2.8808 -1.1950 -0.0162
*
```

Question: Which formula does entry 1 have?
Answer: C5H11N5